Entry 1:
An isolated ion of composition C8H11O6 and charge +1 at a distorted geometry. Source: the Open Molecules 2025 dataset; level of theory: ωB97M-V/def2-TZVPD.

## Properties
**E_LUMO**: -0.214 Ha
**Strongest force on any atom**: 3.20 eV/Å
**DFT total energy**: -762.531528 hartree
**HOMO level**: -12.797 eV
**Net charge**: +1
**Relative energy (zero: lowest compared OMol25 entry of this formula, charge and spin)**: 0.000 eV

Geometry (Å):
O 1.6762 1.9780 0.0924
C 0.8099 1.3469 0.6278
O -0.4451 1.3910 0.2669
C -1.4830 1.1057 1.2231
O -1.0893 1.3021 3.6084
C -1.1204 1.8385 2.4982
H -1.6167 0.0255 1.3446
H -0.8090 2.8984 2.4020
H -2.3989 1.5423 0.8069
O 1.4456 -2.0565 7.4265
C 0.7217 -1.8107 6.4900
C 1.2135 -1.4697 5.1124
C 0.4105 -2.1674 4.0138
C 0.9441 -1.9006 2.6300
O 0.5567 -0.5290 2.2307
C 1.3593 0.3529 1.8554
O 2.6097 0.1800 1.9470
H -0.3840 -1.7941 6.6267
H 2.2849 -1.7018 5.0464
H 1.1104 -0.3748 5.0182
H -0.6524 -1.8939 4.0682
H 0.4667 -3.2586 4.1387
H 0.4759 -2.5296 1.8665
H 2.0306 -1.9985 2.5528
H 3.1051 0.7789 1.3515

Cartesian forces (eV/Å) of the 2 atoms listed first:
O -0.1 -1.0 0.5
C 1.5 1.2 0.7


Entry 2:
C57H71BrN6O3PS3ScSi4Te as an isolated structure at a distorted geometry. Source: the Open Molecules 2025 dataset; level of theory: ωB97M-V/def2-TZVPD.

## Properties
**E_LUMO**: -0.022 Ha
**Strongest force on any atom**: 1.99 eV/Å
**DFT total energy**: -9065.893522 hartree
**HOMO level**: -6.242 eV
**Net charge**: 0
**Relative energy (zero: lowest compared OMol25 entry of this formula, charge and spin)**: 1.490 eV

Geometry (Å):
Sc -0.4693 0.3970 0.6695
C -0.7938 -5.7895 2.7182
C -0.5359 -5.6470 1.2205
N -1.2717 -4.5204 0.6867
C -2.5994 -4.7650 0.1719
C -2.5992 -4.9414 -1.3428
C -0.7630 -3.2846 0.7916
S -1.7060 -1.9779 0.2366
N 0.4801 -3.2232 1.2831
C 1.1333 -2.1212 1.5625
O 0.6804 -0.9340 1.5528
C 2.5530 -2.3027 1.9576
C 2.9816 -3.4359 2.6400
C 4.2962 -3.5358 3.0557
C 5.2016 -2.5268 2.7609
C 4.7835 -1.4074 2.0597
C 3.4610 -1.2871 1.6747
H -0.2698 -6.6530 3.1169
H -1.8579 -5.9037 2.9148
H -0.4414 -4.8953 3.2264
H -0.8529 -6.5435 0.6846
H 0.5267 -5.4738 1.0444
H -3.2321 -3.9124 0.4327
H -2.9924 -5.6625 0.6543
H -2.2254 -4.0381 -1.8160
H -3.6112 -5.1290 -1.6898
H -1.9658 -5.7764 -1.6314
H 2.2710 -4.2224 2.8403
H 4.6209 -4.4008 3.6168
H 6.2329 -2.6122 3.0759
H 5.4866 -0.6207 1.8228
H 3.1143 -0.4124 1.1387
Br -7.1400 -5.1976 -0.9996
C -7.2721 -3.4421 -0.2711
C -8.2328 -2.5699 -0.7613
C -8.3457 -1.3156 -0.2064
C -7.4842 -0.9017 0.8212
C -6.5196 -1.8059 1.2951
C -6.4244 -3.0706 0.7583
N -7.7837 0.2841 1.4493
N -7.0044 1.0202 2.0790
C -5.6377 1.0348 2.0231
C -4.9827 1.2630 3.2338
C -3.6076 1.2239 3.3486
C -2.8001 1.0339 2.2242
O -1.5056 0.9205 2.2732
C -3.4413 0.9631 0.9419
N -2.6059 0.9023 -0.1307
C -3.1439 0.7750 -1.3301
C -4.5229 0.7499 -1.5429
C -5.3775 0.8579 -0.4719
C -4.8543 0.9311 0.8283
H -8.8921 -2.8757 -1.5591
H -9.0934 -0.6232 -0.5606
H -5.8682 -1.5227 2.1081
H -5.6935 -3.7704 1.1329
H -5.5954 1.3663 4.1173
H -3.1449 1.3071 4.3232
H -2.4567 0.7053 -2.1683
H -4.9062 0.6584 -2.5465
H -6.4453 0.8961 -0.6258
C 0.9661 -3.6506 -4.0226
Si 2.3593 -2.3694 -4.3230
C 3.1484 -2.7864 -6.0206
C 3.7085 -2.7234 -3.0112
Si 1.4930 -0.1636 -4.0534
Te 0.9288 -0.3187 -1.5734
Si 3.1705 1.4826 -4.4159
C 4.5304 1.3457 -3.0753
C 4.0549 1.3097 -6.1083
C 2.4921 3.2736 -4.3528
Si -0.2763 0.2069 -5.6062
C -1.0385 1.9688 -5.5612
C -1.7346 -1.0278 -5.4239
C 0.3599 -0.0153 -7.4016
H 1.3434 -4.6629 -3.9079
H 0.2449 -3.6597 -4.8328
H 0.4346 -3.3926 -3.1116
H 3.5228 -3.8059 -6.0441
H 3.9819 -2.1281 -6.2377
H 2.4331 -2.6834 -6.8285
H 3.9951 -3.7705 -2.9719
H 3.3342 -2.4441 -2.0306
H 4.6056 -2.1427 -3.1964
H 5.1040 0.4333 -3.1996
H 4.0698 1.3086 -2.0931
H 5.2251 2.1810 -3.0876
H 4.4966 0.3259 -6.2220
H 4.8490 2.0421 -6.2252
H 3.3610 1.4494 -6.9300
H 1.8121 3.3877 -3.5154
H 1.9418 3.5192 -5.2553
H 3.2822 4.0115 -4.2372
H -1.3012 2.2632 -4.5499
H -1.9362 2.0428 -6.1713
H -0.3311 2.7018 -5.9357
H -2.0702 -1.0905 -4.3933
H -1.4305 -2.0252 -5.7244
H -2.5913 -0.7512 -6.0342
H 1.1471 0.6952 -7.6297
H -0.4320 0.1302 -8.1317
H 0.7669 -1.0089 -7.5542
S -0.2324 3.0686 -1.2595
C 0.7623 4.1705 -0.5618
N 0.3614 5.1730 0.2591
C 1.3793 5.8316 1.0381
C 2.6389 5.7835 0.1821
S 2.4994 4.2536 -0.8125
H -0.5909 5.1671 0.5883
H 1.5320 5.3160 2.0009
H 1.0792 6.8631 1.2422
H 3.5584 5.7543 0.7632
H 2.6701 6.6211 -0.5142
O 0.9256 1.7795 1.3656
P 1.1724 2.0751 2.8124
C -0.1066 3.1642 3.5025
C -1.0862 3.6613 2.6530
C -2.1031 4.4555 3.1470
C -2.1289 4.7868 4.4930
C -1.1480 4.3021 5.3444
C -0.1504 3.4771 4.8549
C 1.3179 0.6363 3.9229
C 2.5827 0.1700 4.2662
C 2.7167 -0.9184 5.1088
C 1.5905 -1.5662 5.5863
C 0.3292 -1.1025 5.2493
C 0.1892 0.0113 4.4413
C 2.8027 2.8903 2.9121
C 3.2595 3.6004 4.0158
C 4.5393 4.1268 4.0196
C 5.3755 3.9389 2.9305
C 4.9263 3.2310 1.8278
C 3.6470 2.7038 1.8235
H -1.0748 3.3664 1.6113
H -2.8784 4.8090 2.4818
H -2.9301 5.3944 4.8873
H -1.1597 4.5535 6.3958
H 0.5741 3.0482 5.5319
H 3.4621 0.6662 3.8827
H 3.7027 -1.2632 5.3834
H 1.6984 -2.4286 6.2261
H -0.5528 -1.6042 5.6214
H -0.7925 0.3921 4.2019
H 2.6270 3.7220 4.8805
H 4.8926 4.6755 4.8799
H 6.3788 4.3369 2.9474
H 5.5723 3.0778 0.9760
H 3.2962 2.1317 0.9773

Cartesian forces (eV/Å) of the 2 atoms listed first:
Sc -0.2 -0.5 -1.2
C 0.1 0.0 -0.3


Entry 3:
One molecule with the formula C4H2O at a distorted geometry. Source: the Open Molecules 2025 dataset; level of theory: ωB97M-V/def2-TZVPD.

## Properties
**E_LUMO**: -0.013 Ha
**Strongest force on any atom**: 5.24 eV/Å
**DFT total energy**: -228.563876 hartree
**HOMO level**: -9.390 eV
**Net charge**: 0
**Relative energy (zero: lowest compared OMol25 entry of this formula, charge and spin)**: 5.320 eV

Geometry (Å):
C 1.0593 0.2394 0.6986
C -0.0015 -0.2669 -0.1442
C 1.2953 -0.6340 -0.3778
C -1.8841 0.7476 0.2361
O -1.2937 -0.1521 -0.4614
H 2.0308 -0.9201 -1.0580
H -1.2061 0.9861 1.1066

Cartesian forces (eV/Å) of the 2 atoms listed first:
C -1.3 -0.5 -0.3
C 5.1 -0.9 0.7


Entry 4:
C6H5FO2S as an isolated structure at a distorted geometry. Source: the Open Molecules 2025 dataset; level of theory: ωB97M-V/def2-TZVPD.

## Properties
**E_LUMO (spin up / spin down)**: -0.077 / -0.067 Ha
**Strongest force on any atom**: 5.65 eV/Å
**DFT total energy**: -879.973982 hartree
**HOMO level (spin up / spin down)**: -8.938 / -8.935 eV
**Net charge**: 0

Geometry (Å):
C 0.2550 1.1387 -0.5715
C -1.1357 1.1616 -0.4506
C 1.1055 0.0292 -0.1498
C 0.6216 -1.1975 0.1750
C -1.9240 -0.0204 -0.2930
C -0.7601 -1.5311 0.1112
O -4.3215 -1.0586 0.3839
O -4.1442 1.1701 -0.4858
F -1.0364 -2.2360 -1.0721
S -3.5092 0.1057 0.2446
H 0.8484 1.9967 -1.0146
H -1.6860 2.0690 -0.5166
H 2.1222 0.2826 -0.1951
H 1.4206 -1.9424 0.6349
H -1.2851 -2.0361 0.9495

Cartesian forces (eV/Å) of the 2 atoms listed first:
C -0.1 0.3 -0.3
C 0.6 -0.9 -0.3


Entry 5:
One molecule with the formula C2H3N5O at a distorted geometry. Source: the Open Molecules 2025 dataset; level of theory: ωB97M-V/def2-TZVPD.

## Properties
**E_LUMO**: -0.037 Ha
**Strongest force on any atom**: 4.87 eV/Å
**DFT total energy**: -426.836039 hartree
**HOMO level**: -9.607 eV
**Net charge**: 0
**Relative energy (zero: lowest compared OMol25 entry of this formula, charge and spin)**: 6.030 eV

Geometry (Å):
H -0.1258 2.3443 -0.7695
N -0.7562 2.1130 -0.0550
C -0.8452 0.8299 0.1709
N -1.6841 0.1604 1.0192
N -1.3553 -1.0466 1.3465
N -0.3626 -1.9110 0.8884
C 0.3585 -1.3657 -0.0702
N 0.2005 -0.1340 -0.4797
O 1.2086 0.4865 -1.1957
H 1.4247 -1.7927 -0.4260
H 1.9368 0.3159 -0.4288

Cartesian forces (eV/Å) of the 2 atoms listed first:
H 1.3 0.2 -1.0
N -2.3 -3.9 1.9